{
  "formula": "C17H40As3N2ReSeSi",
  "method": "wB97M-V/def2-TZVPD",
  "species": ["Re", "C", "As", "C", "C", "C", "C", "C", "As", "C", "C", "C", "As", "C", "C", "H", "H", "H", "H", "H", "H", "H", "H", "H", "H", "H", "H", "H", "H", "H", "H", "H", "H", "H", "H", "H", "H", "H", "H", "H", "H", "H", "C", "Si", "C", "C", "Se", "H", "H", "H", "H", "H", "H", "H", "H", "H", "N", "C", "C", "C", "N", "H", "H", "H", "H"],
  "positions_angstrom": [[-0.70778, 1.52713, 0.37238], [3.11892, 1.23959, -0.27942], [1.36718, 1.63481, -0.97014], [1.58110, 3.46792, -1.56206], [1.15638, 0.74820, -2.69547], [0.79394, -0.74962, -2.76940], [1.75967, -1.56553, -1.90703], [-0.65999, -1.00191, -2.34831], [-1.19756, -0.73261, -0.49910], [-0.58716, -2.23042, 0.54517], [-3.09802, -1.05725, -0.58675], [0.91698, -1.12292, -4.26448], [0.76344, -2.94568, -5.06708], [-0.83460, -3.74847, -4.25480], [2.15405, -3.98480, -4.15704], [3.82477, 1.38136, -1.09468], [3.18029, 0.22702, 0.10665], [3.33172, 1.94719, 0.51858], [2.35785, 3.49391, -2.32499], [1.88733, 4.09265, -0.72570], [0.65900, 3.85959, -1.98625], [2.10816, 0.92180, -3.20152], [0.41050, 1.34382, -3.22985], [1.72357, -1.24189, -0.86041], [2.78726, -1.45564, -2.25705], [1.50731, -2.62222, -1.93483], [-0.91892, -2.04092, -2.53985], [-1.34453, -0.39009, -2.94224], [-0.72240, -3.13332, -0.04644], [-1.21019, -2.27810, 1.43509], [0.45190, -2.11768, 0.83487], [-3.25983, -2.06055, -0.97665], [-3.58801, -0.33414, -1.23474], [-3.52112, -0.99061, 0.41302], [1.90823, -0.82224, -4.61682], [0.19867, -0.53214, -4.83991], [-1.69834, -3.09419, -4.37606], [-0.70593, -4.02545, -3.20454], [-1.02660, -4.65886, -4.81951], [3.07970, -3.41251, -4.10707], [2.33524, -4.86377, -4.77208], [1.86867, -4.31949, -3.16065], [1.48593, -1.20747, 5.74719], [0.49159, 0.21626, 6.25913], [1.25768, 1.84504, 6.44073], [-1.25309, -0.01284, 6.67727], [0.15095, 0.89309, 2.38712], [1.99416, -1.62782, 6.62626], [2.25861, -0.91422, 5.03302], [0.86414, -1.99275, 5.31499], [1.66369, 1.94215, 7.45755], [0.53143, 2.64706, 6.29958], [2.08738, 1.97469, 5.74302], [-1.32699, -0.32188, 7.73011], [-1.71033, -0.80064, 6.07570], [-1.82035, 0.91258, 6.56948], [-3.11393, 3.42757, 1.38612], [-3.74952, 4.41737, 0.74222], [-3.44336, 4.32224, -0.60453], [-2.62048, 3.21087, -0.68604], [-2.42166, 2.66231, 0.52962], [-3.13537, 3.20928, 2.37020], [-4.37623, 5.11902, 1.27443], [-3.77740, 4.96147, -1.40527], [-2.18772, 2.76466, -1.58078]],
  "s2": 0.77,
  "e_tot_ev": -279100.90067,
  "orbital_gap_ev": [4.15, 4.40],
  "de_lowest_kj_mol": 186.70,
  "charge": 3,
  "spin_multiplicity": 2,
  "homo_ev": [-14.436, -14.436]
}